{
  "formula": "C6H12O",
  "method": "the ωB97M-V functional and the def2-TZVPD basis",
  "elements": ["C", "C", "C", "C", "C", "C", "H", "H", "H", "H", "H", "H", "H", "H", "H", "H", "O", "H", "H"],
  "coordinates": [[-1.647, 0.617, -2.086], [-1.661, 1.429, -1.037], [-0.472, 1.536, -0.159], [0.084, 0.534, 0.529], [-0.538, -0.853, 0.568], [1.331, 0.759, 1.351], [-0.754, 0.063, -2.283], [-2.463, 0.506, -2.791], [-2.479, 2.122, -0.868], [-0.069, 2.539, -0.069], [-1.620, -0.886, 0.545], [-0.246, -1.290, 1.525], [-0.202, -1.428, -0.297], [1.419, 1.773, 1.737], [2.180, 0.602, 0.684], [1.398, 0.032, 2.160], [2.088, -2.737, -0.197], [1.662, -1.952, 0.164], [1.988, -3.366, 0.524]],
  "atomic_forces_ev_per_a": [[-0.5, 0.2, -0.1], [0.5, 0.1, -0.1], [-0.3, 0.0, 0.2], [-1.0, 0.5, 0.0], [0.6, 0.4, 0.1], [0.0, -0.3, -0.6], [0.3, -0.5, -0.1], [0.0, 0.1, 0.1], [-0.1, -0.1, 0.1], [0.2, 0.1, 0.1], [-0.2, 0.4, -0.2], [0.1, -0.5, -0.2], [0.0, -0.4, 0.3], [-0.1, 0.0, 0.0], [0.3, -0.1, 0.2], [0.1, 0.1, 0.1], [0.0, 0.1, 0.3], [0.1, 0.1, -0.2], [0.1, -0.2, -0.1]],
  "smiles": "C=CC=C(C)C.O",
  "e_homo_ev": -8.845,
  "orbital_gap_ev": 9.71,
  "max_force_ev_per_a": 1.09
}